No. 1
Formula: C32H32N9NaO4S
Source: the OMol25 dataset
Level of theory: wB97M-V/def2-TZVPD

Each line ends with the Löwdin charge.
Positions of all 79 atoms, in Å:
Na  1.19835  -1.52030  1.00469  0.239
C  4.69081  1.36011  2.31108  -0.054
C  3.87769  0.28961  1.63780  -0.287
N  3.03700  -0.46002  2.24998  0.037
N  2.87410  -0.29623  3.58372  0.039
C  1.89364  -1.09446  4.03136  -0.481
O  1.17431  -1.88665  3.39721  -0.030
C  1.66766  -0.97971  5.52649  -0.132
C  0.65975  -1.74206  6.10679  -0.030
C  0.41780  -1.67655  7.47206  -0.105
C  1.18436  -0.84429  8.27680  -0.129
C  2.19201  -0.07758  7.70363  -0.112
C  2.43078  -0.14390  6.33844  -0.044
C  4.00611  0.06823  0.17957  -0.209
C  4.88041  0.82473  -0.60526  -0.036
C  4.98788  0.54867  -1.95925  -0.095
C  4.22871  -0.46981  -2.50508  -0.084
C  3.36220  -1.15586  -1.65958  -0.144
N  3.24973  -0.89553  -0.36773  0.122
H  4.66041  1.19404  3.38486  0.049
H  4.27257  2.35168  2.10957  0.081
H  5.72897  1.35718  1.97050  0.059
H  0.07753  -2.38014  5.45480  0.110
H  -0.37370  -2.27446  7.90950  0.089
H  0.99592  -0.79006  9.34320  0.084
H  2.79235  0.57803  8.32475  0.086
H  3.20594  0.44839  5.87236  0.094
H  5.46115  1.62322  -0.16513  0.089
H  5.65971  1.13215  -2.57917  0.093
H  4.27789  -0.71810  -3.55745  0.091
H  2.71191  -1.94616  -2.02165  0.068
N  0.40305  0.80402  -2.02996  0.063
C  -0.74875  0.33588  -2.80498  -0.287
C  -0.45869  -1.02603  -3.40775  -0.269
N  0.64283  -0.92428  -4.37868  0.015
H  0.47521  0.25547  -1.17363  0.042
H  0.25134  1.75527  -1.71700  0.063
H  -0.93213  1.05166  -3.61482  0.067
H  -1.67332  0.26920  -2.21315  0.101
H  -1.35970  -1.38481  -3.91922  0.083
H  -0.22817  -1.73586  -2.60611  0.077
H  1.32375  -0.29509  -3.95929  0.045
H  1.10473  -1.82580  -4.43782  0.060
C  -1.83738  0.34421  -5.76968  -0.098
O  -1.82198  1.52938  -5.00151  -0.127
C  -2.74068  1.61177  -3.98736  -0.337
C  -2.44136  2.50495  -2.95977  -0.025
C  -3.27812  2.61763  -1.87215  -0.010
C  -4.45170  1.85782  -1.79115  -0.308
C  -4.76996  1.02048  -2.84462  -0.046
C  -3.91137  0.87455  -3.93416  -0.014
N  -5.37042  2.07702  -0.71198  0.030
N  -4.93737  2.07981  0.47007  0.034
C  -3.65687  1.59539  0.75854  -0.304
C  -2.87600  2.35605  1.62941  -0.068
C  -1.53398  2.12265  1.83512  -0.027
C  -0.86712  1.01790  1.22057  -0.386
O  0.35964  0.81701  1.26615  -0.026
C  -1.75843  0.06565  0.51797  -0.144
N  -1.18556  -1.09650  0.15191  0.124
C  -1.90781  -2.01203  -0.45375  -0.146
C  -3.27555  -1.83354  -0.70783  -0.051
C  -3.87367  -0.65607  -0.34680  -0.031
C  -3.11478  0.36384  0.26734  -0.118
H  -0.93543  0.36007  -6.37709  0.091
H  -2.71259  0.29829  -6.42633  0.085
H  -1.81887  -0.53967  -5.12619  0.055
H  -1.51863  3.06853  -3.01591  0.129
H  -3.01621  3.27510  -1.05380  0.119
H  -5.68615  0.44371  -2.80178  0.106
H  -4.16342  0.17331  -4.71780  0.103
H  -3.35272  3.22002  2.08314  0.101
H  -0.93980  2.77871  2.45870  0.096
H  -1.38732  -2.91862  -0.74465  0.077
H  -3.84384  -2.62577  -1.17942  0.097
H  -4.93377  -0.51434  -0.50246  0.102
O  0.97905  -5.86964  -1.45686  -0.684
S  1.19332  -4.75984  -0.49191  0.544
N  1.10277  -3.35164  -0.89040  -0.459

Properties
Charge = -2
Energy above the lowest of the compared OMol25 structures with the same formula, charge and spin = 19.9 kcal per mole

No. 2
Formula: C16H39N7O23
Source: the OMol25 dataset
Level of theory: wB97M-V/def2-TZVPD

Each line ends with the Mulliken spin population.
Positions of all 85 atoms, in Å:
C  0.64471  -4.80899  -1.28804  0.000
N  -0.42747  -4.71197  -2.33607  0.000
O  -1.17040  -3.70237  -2.47856  0.000
O  -0.59144  -5.82643  -2.86428  0.000
H  0.30401  -5.37331  -0.41995  0.000
H  0.88240  -3.74947  -1.19311  0.000
H  1.52460  -5.25742  -1.74934  0.000
C  -3.60432  -5.42753  0.01053  0.000
N  -2.77594  -4.19847  0.29291  0.000
O  -2.99702  -3.28945  -0.42203  0.000
O  -1.81052  -4.37508  0.99877  0.000
H  -3.62695  -6.03706  0.91388  0.000
H  -3.29909  -5.94406  -0.89949  0.000
H  -4.63505  -5.08825  -0.09242  0.000
C  -1.04327  5.09704  -1.27592  0.000
N  -1.77398  4.04484  -0.36834  0.000
O  -1.44596  4.20544  0.78113  0.000
O  -2.51341  3.15978  -0.73465  0.000
H  -0.45204  5.77814  -0.66384  0.000
H  -1.73851  5.77171  -1.77549  0.000
H  -0.33687  4.53446  -1.88632  0.000
C  3.07113  -2.63058  0.99207  0.002
N  3.32050  -4.16418  0.85690  0.000
O  4.25658  -4.59371  0.14475  0.000
O  2.37648  -4.83490  1.13201  0.000
H  2.98993  -2.44172  2.06250  -0.001
H  2.12555  -2.40490  0.49905  0.000
H  3.87400  -2.10145  0.47874  0.000
C  -4.23195  1.54859  -2.91573  0.000
N  -4.09148  0.95725  -4.27579  0.000
O  -4.50828  1.65764  -5.19221  0.000
O  -3.55863  -0.10087  -4.38385  0.000
H  -3.39900  2.19108  -2.63025  0.000
H  -4.45021  0.71227  -2.25162  0.000
H  -5.14421  2.14512  -2.92156  0.000
C  -1.76534  -0.37208  -1.24707  0.000
N  -0.71885  -1.01260  -0.42202  0.000
O  -0.89889  -0.96774  0.80690  0.001
O  0.30706  -1.49861  -0.95898  0.000
H  -2.78486  -0.71337  -1.06761  0.000
H  -1.42264  -0.59261  -2.25802  0.000
H  -1.85972  0.71123  -1.17191  0.000
C  -2.37327  2.36983  4.12436  0.000
N  -2.08606  1.43629  3.02811  0.000
O  -0.97693  0.82923  3.02776  -0.001
O  -3.04096  1.28964  2.24265  0.000
H  -2.07999  3.36682  3.79560  0.000
H  -1.84713  2.17900  5.05970  0.000
H  -3.45482  2.42359  4.24870  0.000
C  1.32411  3.09838  1.49218  0.000
O  1.87091  2.62083  0.27875  0.000
C  2.25489  1.38091  0.15886  0.000
O  2.36860  0.56080  1.07750  0.000
O  2.60597  1.19285  -1.15780  0.000
C  3.21164  -0.11393  -1.47739  0.000
H  0.87393  4.08457  1.37877  0.000
H  2.12980  3.06808  2.22570  0.000
H  0.54630  2.49145  1.95559  0.000
H  3.48035  -0.03511  -2.53081  0.000
H  2.42748  -0.87088  -1.49220  0.000
H  4.10100  -0.35305  -0.89432  0.000
C  0.41959  1.84774  -3.93075  0.000
O  1.70254  2.36502  -4.17277  0.000
C  1.76168  3.76484  -4.28088  0.000
O  0.84727  4.59282  -4.25652  0.000
O  3.04129  4.07714  -4.60227  0.000
C  3.40138  5.41450  -4.88973  0.000
H  -0.03715  2.06964  -2.96626  0.000
H  0.44390  0.77575  -4.12658  0.000
H  -0.16979  2.36162  -4.69013  0.000
H  3.32114  6.01980  -3.98680  0.000
H  2.75558  5.82640  -5.66522  0.000
H  4.45678  5.41791  -5.16216  0.000
C  -0.57044  -2.36891  4.09304  0.005
O  0.74770  -2.08528  4.51488  0.183
C  1.08940  -1.80927  5.81259  -0.090
O  0.28034  -1.84928  6.72858  0.813
O  2.35910  -1.51740  5.95199  0.084
C  3.08399  -1.28230  7.15132  0.004
H  -0.81796  -3.31074  4.58272  0.002
H  -0.57844  -2.49485  3.01037  0.005
H  -1.24740  -1.54423  4.31601  0.000
H  2.37572  -1.09337  7.95801  -0.006
H  3.64174  -0.35349  7.03167  0.001
H  3.75544  -2.13884  7.21127  0.000

Properties
Spin multiplicity = 2
Charge = +1
Electronic energy = -74715.1267 eV

No. 3
Formula: C34H33Cl2CrN7O2S
Source: the OMol25 dataset
Level of theory: wB97M-V/def2-TZVPD

Each line ends with the Mulliken spin population.
Positions of all 80 atoms, in Å:
Cr  -8.14409  -13.46751  13.04180  3.270
Cl  -10.20759  -10.53753  7.05205  -0.002
C  -10.44108  -11.49479  8.46133  -0.045
C  -10.67252  -12.88515  8.41705  0.087
C  -10.47072  -13.64913  9.55384  -0.044
C  -9.98129  -13.09610  10.75075  0.081
O  -9.52636  -13.86896  11.70126  0.037
C  -10.07675  -11.64337  10.87701  -0.069
C  -9.85927  -11.00306  12.12792  0.304
N  -9.18206  -11.60206  13.10371  -0.043
C  -9.18031  -11.05540  14.37674  -0.079
C  -9.24233  -9.69368  14.69264  0.228
C  -9.10315  -9.28515  16.03487  -0.093
C  -9.07541  -10.18739  17.07262  0.173
C  -9.23858  -11.57282  16.78465  -0.034
C  -9.49839  -12.55449  17.73317  0.135
C  -9.59918  -13.87971  17.36975  -0.056
C  -9.43506  -14.24718  16.02873  0.128
N  -9.17933  -13.33417  15.03569  -0.025
C  -9.18253  -12.00460  15.42236  -0.021
C  -10.30716  -10.88267  9.71109  0.073
H  -10.90922  -13.35443  7.43265  0.007
H  -10.55272  -14.73556  9.46730  -0.002
H  -10.20093  -9.97417  12.30782  0.022
H  -9.25438  -8.97873  13.89511  0.042
H  -9.09002  -8.22669  16.26612  -0.005
H  -8.88115  -9.81648  18.09671  0.009
H  -9.60427  -12.26723  18.77514  0.004
H  -9.77516  -14.67113  18.09301  -0.001
H  -9.52226  -15.27987  15.67428  0.032
H  -10.36240  -9.80251  9.73423  0.002
N  -6.77674  -18.45216  15.04795  -0.001
C  -7.64060  -17.77150  14.25422  -0.002
C  -7.41865  -16.38138  14.04060  0.038
N  -8.23954  -15.67415  13.26783  -0.083
C  -9.33234  -16.32896  12.73966  0.050
C  -9.46364  -17.69190  12.92329  -0.003
N  -8.65429  -18.40464  13.71308  0.008
H  -5.89282  -18.02613  15.32732  0.000
H  -6.86161  -19.46985  15.06806  0.000
H  -6.54991  -15.93021  14.48038  0.002
H  -10.01442  -15.71782  12.16980  -0.001
H  -10.22919  -18.27084  12.41401  0.000
Cl  -4.49841  -10.57541  14.33969  0.000
C  -4.03104  -12.09463  13.63546  -0.027
C  -2.73832  -12.19465  13.10593  0.015
C  -2.15179  -13.43247  12.78127  -0.026
C  -2.92782  -14.57731  12.87611  0.019
C  -4.28681  -14.51626  13.23012  -0.024
C  -4.84712  -13.27577  13.64271  0.012
C  -6.23069  -13.15692  14.06691  -0.064
H  -2.19451  -11.25888  13.01639  0.000
H  -1.07189  -13.42601  12.50938  -0.002
H  -2.48509  -15.55454  12.68943  0.001
H  -4.93772  -15.35494  13.04990  -0.004
H  -6.47571  -12.12060  14.30946  -0.007
H  -6.56350  -13.81870  14.88767  -0.013
N  -5.69750  -10.81307  10.15145  0.001
C  -5.06722  -12.01607  9.83597  0.000
C  -5.76220  -12.96654  10.58009  0.032
N  -6.76085  -12.38436  11.30103  -0.060
C  -6.70133  -11.08789  11.01468  0.025
H  -5.50964  -9.92053  9.67921  0.001
H  -4.27718  -12.08755  9.09119  0.000
H  -5.55484  -14.01876  10.64803  -0.011
H  -7.30259  -10.26978  11.46954  -0.003
O  -6.17811  -16.25102  10.27560  0.002
S  -7.36804  -16.10609  9.34195  0.010
C  -8.17477  -17.74300  9.06561  0.000
C  -8.05849  -18.11627  7.60234  0.000
C  -6.88374  -17.35258  6.93798  0.000
C  -6.71742  -16.00386  7.62490  0.000
H  -9.23217  -17.65832  9.40275  0.000
H  -7.62627  -18.45116  9.72356  0.000
H  -9.00112  -17.78574  7.12092  0.000
H  -8.05018  -19.20789  7.49583  0.000
H  -7.14339  -17.24091  5.86424  0.000
H  -5.93636  -17.92142  6.97724  0.000
H  -7.35089  -15.22666  7.13715  0.000
H  -5.65679  -15.64785  7.70504  0.000

Properties
Spin multiplicity = 5
Charge = 0
Energy above the lowest of the compared OMol25 structures with the same formula, charge and spin = 0.0 kcal per mole

> What is the charge in the third record?

0